[1]
Below is one molecule with the formula C23H20N2O5S in a non-equilibrium geometry, with properties calculated with wB97M-V/def2-TZVPD.

Frontier orbital gap, Ha: 0.309
Lowest unoccupied orbital energy, eV: 0.17
E_HOMO, Ha: -0.3031
SMILES: CC(=O)c1cc2c(cc1N/C(=N\S(=O)(=O)c1ccc(C)cc1)c1ccccc1)OCO2

Last column: Löwdin charge in e.
Cartesian coordinates (Å):
1 C -1.05 -1.03 -2.87  -0.001
2 C -0.61 -0.20 -1.68  -0.395
3 O 0.55 0.11 -1.51  0.105
4 C -1.70 0.28 -0.79  -0.095
5 C -2.94 0.64 -1.34  0.076
6 C -3.86 1.24 -0.53  -0.190
7 C -3.59 1.49 0.82  -0.191
8 C -2.41 1.11 1.40  0.094
9 C -1.46 0.48 0.58  -0.186
10 N -0.29 0.05 1.19  0.140
11 C 0.42 -1.08 0.96  -0.343
12 N 1.62 -1.26 1.38  0.014
13 S 2.50 -0.01 2.01  0.671
14 O 1.65 0.90 2.76  -0.324
15 O 3.62 -0.56 2.71  -0.284
16 C 3.05 0.80 0.52  -0.285
17 C 2.48 2.00 0.12  -0.059
18 C 2.86 2.55 -1.09  -0.034
19 C 3.78 1.91 -1.90  -0.269
20 C 4.16 2.51 -3.23  -0.047
21 C 4.34 0.71 -1.48  -0.028
22 C 3.97 0.15 -0.27  -0.052
23 C -0.23 -2.22 0.28  -0.165
24 C 0.53 -3.02 -0.56  -0.020
25 C -0.04 -4.11 -1.19  -0.070
26 C -1.37 -4.41 -0.98  -0.082
27 C -2.13 -3.63 -0.12  -0.071
28 C -1.56 -2.54 0.51  -0.017
29 O -4.66 2.11 1.39  0.049
30 C -5.62 2.25 0.36  -0.149
31 O -5.11 1.70 -0.83  0.039
32 H -1.41 -0.37 -3.65  0.089
33 H -0.19 -1.58 -3.25  0.089
34 H -1.84 -1.72 -2.59  0.085
35 H -3.15 0.50 -2.39  0.126
36 H -2.21 1.28 2.44  0.137
37 H 0.17 0.66 1.88  0.106
38 H 1.76 2.48 0.77  0.112
39 H 2.42 3.49 -1.41  0.116
40 H 3.42 2.23 -3.98  0.086
41 H 5.13 2.14 -3.56  0.076
42 H 4.19 3.59 -3.17  0.078
43 H 5.06 0.21 -2.11  0.113
44 H 4.38 -0.78 0.08  0.117
45 H 1.57 -2.77 -0.71  0.121
46 H 0.56 -4.73 -1.85  0.106
47 H -1.82 -5.27 -1.47  0.104
48 H -3.17 -3.88 0.06  0.105
49 H -2.16 -1.95 1.20  0.122
50 H -5.85 3.32 0.21  0.142
51 H -6.55 1.72 0.65  0.142


[2]
Below is C33H36Cl2GeIrN2O4SSi as an isolated structure, with properties calculated with wB97M-V/def2-TZVPD.

Charge: -2
Frontier orbital gap (spin up / spin down), Ha: 0.183 / 0.252
Lowest unoccupied orbital energy (spin up / spin down), eV: 4.32 / 4.32
E_HOMO (spin up / spin down), Ha: -0.0244 / -0.0935
2S+1: 6
⟨S²⟩: 8.765

Last column: Mulliken spin population.
Cartesian coordinates (Å):
1 Ir 0.33 -1.69 -0.27  2.723
2 C -3.19 -2.39 -3.65  0.011
3 C -2.28 -1.38 -2.98  -0.005
4 C -2.43 0.01 -3.61  -0.005
5 O -0.96 -1.85 -3.18  0.007
6 C -2.70 -1.27 -1.48  0.018
7 O -3.85 -0.88 -1.27  0.019
8 O -1.86 -1.61 -0.58  0.069
9 H -2.95 -2.45 -4.72  -0.001
10 H -4.23 -2.09 -3.53  -0.001
11 H -3.05 -3.37 -3.21  0.000
12 H -2.20 -0.05 -4.68  0.000
13 H -1.72 0.70 -3.15  0.023
14 H -3.44 0.39 -3.46  0.003
15 H -0.34 -1.27 -2.72  0.048
16 C 0.34 -4.35 5.37  0.000
17 Si -0.88 -2.94 5.24  0.006
18 C -0.97 -2.16 6.96  0.001
19 C -2.60 -3.56 4.85  -0.001
20 C -0.32 -1.60 4.06  0.021
21 C -0.07 -0.31 4.48  0.007
22 C 0.34 0.69 3.60  0.014
23 C 0.49 0.34 2.28  0.021
24 N 0.26 -0.90 1.84  0.044
25 C -0.14 -1.88 2.67  -0.001
26 S -0.40 -3.41 1.94  0.045
27 H 0.02 -5.07 6.12  0.000
28 H 1.33 -3.98 5.66  0.000
29 H 0.44 -4.85 4.41  0.001
30 H -1.29 -2.91 7.69  0.000
31 H -1.69 -1.33 7.00  0.000
32 H 0.00 -1.77 7.29  0.000
33 H -2.90 -4.34 5.56  0.000
34 H -2.62 -3.97 3.84  0.001
35 H -3.32 -2.75 4.91  0.000
36 H -0.20 -0.06 5.53  0.001
37 H 0.53 1.70 3.92  0.002
38 H 0.79 1.06 1.52  -0.026
39 O 4.49 -2.64 0.37  0.028
40 C 3.34 -2.72 0.01  0.042
41 N 2.22 -2.82 -0.36  0.050
42 Cl 1.16 -7.16 -0.87  0.000
43 C 0.48 -5.55 -0.44  -0.005
44 Cl -0.47 -4.87 -1.76  0.005
45 H 1.30 -4.87 -0.24  0.007
46 H -0.16 -5.69 0.42  0.002
47 C 0.81 -0.08 -1.33  1.803
48 Ge 0.91 1.77 -1.63  -0.249
49 C 2.45 2.48 -0.61  0.015
50 C 2.76 3.83 -0.52  0.004
51 C 3.86 4.27 0.21  0.003
52 C 4.67 3.35 0.87  0.001
53 C 4.38 2.00 0.79  0.018
54 C 3.28 1.57 0.05  0.065
55 C -0.74 2.67 -1.03  0.000
56 C -0.97 4.04 -1.20  0.019
57 C -2.17 4.62 -0.79  0.002
58 C -3.16 3.83 -0.21  0.000
59 C -2.95 2.47 -0.05  0.003
60 C -1.75 1.90 -0.44  0.113
61 C 1.20 2.44 -3.47  0.057
62 C 0.15 2.84 -4.29  -0.013
63 C 0.37 3.27 -5.59  0.004
64 C 1.66 3.32 -6.09  0.003
65 C 2.72 2.93 -5.29  0.006
66 C 2.49 2.50 -3.99  -0.019
67 H 2.15 4.56 -1.04  -0.001
68 H 4.09 5.33 0.26  0.000
69 H 5.53 3.69 1.44  0.000
70 H 5.00 1.27 1.29  0.001
71 H 3.05 0.51 -0.01  -0.005
72 H -0.22 4.66 -1.67  0.000
73 H -2.33 5.68 -0.93  0.000
74 H -4.10 4.28 0.09  0.000
75 H -3.72 1.83 0.37  0.001
76 H -1.60 0.83 -0.31  -0.010
77 H -0.87 2.80 -3.90  -0.002
78 H -0.47 3.57 -6.20  0.000
79 H 1.83 3.66 -7.11  0.000
80 H 3.74 2.97 -5.68  0.000
81 H 3.34 2.20 -3.38  0.002


[3]
Below is C3H7NO as an isolated structure, with properties calculated with wB97M-V/def2-TZVPD.

Frontier orbital gap, Ha: 0.336
Lowest unoccupied orbital energy, eV: 0.69
E_HOMO, Ha: -0.3103

Last column: Löwdin charge in e.
Cartesian coordinates (Å):
1 C 1.45 0.24 0.42  -0.066
2 C 0.03 -0.12 0.06  -0.497
3 N -0.52 0.60 -1.02  0.073
4 C -0.78 -0.72 1.08  -0.150
5 O -2.11 -0.70 0.83  -0.038
6 H -2.37 -0.05 0.15  0.082
7 H 0.17 0.98 -1.66  0.085
8 H -1.25 0.13 -1.54  0.085
9 H 0.00 -1.40 0.11  0.181
10 H 1.48 1.28 0.77  0.086
11 H 1.80 -0.40 1.23  0.081
12 H 2.12 0.15 -0.44  0.076


[4]
Below is a 3-piece molecular cluster, C4H14NO2 overall in a non-equilibrium geometry, with properties calculated with wB97M-V/def2-TZVPD.

Charge: +1
Frontier orbital gap, Ha: 0.211
Lowest unoccupied orbital energy, eV: -9.22
E_HOMO, Ha: -0.5494

Last column: Löwdin charge in e.
Cartesian coordinates (Å):
1 C -0.61 0.49 -1.69  -0.219
2 C -1.62 -0.30 -0.78  -0.128
3 C -1.01 -0.39 0.60  -0.174
4 C 0.14 -1.35 0.73  -0.220
5 O 0.90 -1.61 -0.47  -0.006
6 N -0.22 1.70 -1.01  0.174
7 H 0.19 -0.20 -1.95  0.109
8 H -1.04 0.84 -2.64  0.133
9 H -1.85 -1.21 -1.33  0.133
10 H -2.48 0.36 -0.70  0.128
11 H -0.68 0.61 0.93  0.121
12 H -1.79 -0.77 1.26  0.136
13 H -0.28 -2.36 0.87  0.154
14 H 0.82 -1.21 1.56  0.117
15 H 1.58 -0.88 -0.53  0.061
16 H 1.52 0.53 -0.25  0.292
17 H 0.67 1.70 -0.50  0.043
18 H -0.40 2.54 -1.55  0.132
19 H 1.99 1.02 1.44  -0.017
20 H 2.15 1.24 2.99  0.056
21 O 1.55 1.03 2.28  -0.023


[5]
Below is one molecule with the formula C3H4N2O, with properties calculated with wB97M-V/def2-TZVPD.

Frontier orbital gap, Ha: 0.375
Lowest unoccupied orbital energy, eV: 1.02
E_HOMO, Ha: -0.3373
SMILES: Oc1cc[nH]n1

Last column: Löwdin charge in e.
Cartesian coordinates (Å):
1 O -2.05 0.57 0.61  0.072
2 C -0.76 0.33 0.30  -0.448
3 C -0.15 -0.97 0.33  -0.002
4 C 1.01 -0.77 -0.34  -0.113
5 N 1.14 0.58 -0.63  -0.052
6 N 0.01 1.25 -0.20  0.070
7 H -2.27 1.39 0.16  0.115
8 H -0.53 -1.87 0.79  0.106
9 H 1.64 -1.50 -0.83  0.113
10 H 1.96 0.99 -0.19  0.138


[6]
Below is a 2-piece molecular cluster, C3H6INO2 overall in a non-equilibrium geometry, with properties calculated with wB97M-V/def2-TZVPD.

Frontier orbital gap, Ha: 0.353
Lowest unoccupied orbital energy, eV: -0.52
E_HOMO, Ha: -0.3718
SMILES: C=C(C)[N+](=O)[O-].I

Last column: Löwdin charge in e.
Cartesian coordinates (Å):
1 C -0.60 -0.40 1.49  0.102
2 C -0.52 0.20 0.28  -0.310
3 C -0.57 -0.60 -1.03  -0.061
4 N -0.45 1.62 0.04  -0.351
5 O 0.25 2.21 -0.80  0.035
6 O -1.19 2.31 0.73  0.073
7 H -0.90 -1.49 1.45  0.099
8 H -0.24 0.05 2.41  0.078
9 H 0.33 -0.28 -1.52  -0.007
10 H -1.38 -0.27 -1.79  0.121
11 H -0.64 -1.65 -0.89  0.062
12 I 3.17 -0.20 -0.61  0.468
13 H 2.73 -1.51 0.25  -0.310


Number 1: E_tot -48227.962 eV. Number 2: E_tot -149087.626 eV. Number 3: E_tot -6758.851 eV. Number 4: E_tot -9946.184 eV. Number 5: E_tot -8202.349 eV. Number 6: E_tot -16889.665 eV.